No. 1
C18H25N5O2S | the ωB97M-V functional and the def2-TZVPD basis

Geometry as XYZ:
```
51
C18H25N5O2S | the OMol25 dataset | the ωB97M-V functional and the def2-TZVPD basis
C -6.184 -0.338 1.174
C -5.050 -0.361 0.155
C -4.593 1.051 -0.206
C -3.475 1.097 -1.257
C -2.069 1.264 -0.676
C -1.558 0.104 0.178
C -1.435 -1.233 -0.554
C -0.442 -1.207 -1.715
H -0.362 -2.211 -2.146
H -0.748 -0.498 -2.486
O 0.856 -0.771 -1.317
C 1.627 -1.663 -0.677
O 1.267 -2.798 -0.452
C 2.927 -1.074 -0.328
C 3.869 -1.730 0.396
N 5.074 -1.130 0.693
C 5.405 0.054 0.119
N 6.539 0.717 0.110
N 6.304 1.797 -0.634
N 5.119 1.830 -1.067
N 4.497 0.732 -0.617
C 3.111 0.367 -0.785
C 2.250 1.298 0.019
C 2.086 1.315 1.372
C 1.235 2.354 1.804
C 0.773 3.108 0.774
S 1.365 2.568 -0.743
H 0.118 3.956 0.813
H 0.981 2.527 2.835
H 2.551 0.608 2.037
H 2.853 0.473 -1.846
H 5.791 -1.641 1.183
C 3.751 -3.112 0.942
H 3.978 -3.108 2.007
H 2.752 -3.503 0.781
H 4.466 -3.766 0.443
H -2.400 -1.543 -0.953
H -1.107 -1.994 0.157
H -0.575 0.377 0.568
H -2.218 -0.031 1.036
H -2.056 2.165 -0.057
H -1.370 1.435 -1.498
H -3.519 0.200 -1.877
H -3.649 1.950 -1.918
H -4.262 1.567 0.699
H -5.461 1.595 -0.586
H -4.216 -0.935 0.563
H -5.391 -0.869 -0.750
H -6.503 -1.349 1.416
H -5.862 0.150 2.092
H -7.039 0.208 0.781
```

Summary:
Electronic energy (eV): -41451.934
Molecular weight (g/mol): 375.50
SMILES: CCCCCCCCOC(=O)C1=C(C)Nc2nnnn2[C@@H]1c1cccs1
Energy relative to the best compared isomer or geometry (same formula, charge and spin) (kcal/mol): 51.6
Multiplicity: 1

---

No. 2
C16H24N4O8Ti | the ωB97M-V functional and the def2-TZVPD basis

Geometry as XYZ:
```
53
C16H24N4O8Ti | the OMol25 dataset | the ωB97M-V functional and the def2-TZVPD basis
Ti -0.654 -0.273 0.002
O 0.002 -2.834 -2.914
C 0.529 -2.047 -2.184
O 0.002 -1.562 -1.067
C 1.941 -1.519 -2.384
N 2.226 -0.362 -1.568
C 3.173 -0.587 -0.503
C 2.632 -1.514 0.595
N 1.355 -1.165 1.275
C 1.610 -0.403 2.522
C 2.219 0.975 2.302
N 1.318 1.832 1.563
C 1.832 2.660 0.499
C 0.796 2.933 -0.600
N 0.137 1.783 -1.278
C 0.855 1.426 -2.525
C 2.260 0.883 -2.306
C -1.227 2.216 -1.681
C -2.143 1.057 -2.034
O -2.918 1.126 -2.943
O -2.011 0.014 -1.215
C 0.298 2.450 2.379
C -1.071 1.815 2.190
O -1.995 1.988 2.928
O -1.102 1.102 1.071
C 0.698 -2.436 1.681
C -0.767 -2.266 2.038
O -1.266 -2.863 2.947
O -1.410 -1.434 1.221
H 2.614 -2.343 -2.133
H 2.079 -1.315 -3.448
H 4.100 -1.062 -0.863
H 3.465 0.374 -0.094
H 2.497 -2.498 0.148
H 3.416 -1.631 1.353
H 0.660 -0.296 3.052
H 2.272 -0.985 3.175
H 2.457 1.387 3.291
H 3.168 0.893 1.778
H 2.153 3.650 0.859
H 2.717 2.185 0.092
H 0.005 3.538 -0.156
H 1.270 3.567 -1.359
H 0.259 0.679 -3.056
H 0.912 2.307 -3.178
H 2.721 0.759 -3.294
H 2.873 1.610 -1.780
H -1.698 2.715 -0.834
H -1.200 2.908 -2.524
H 0.544 2.415 3.442
H 0.184 3.506 2.117
H 0.716 -3.122 0.834
H 1.210 -2.906 2.522
```

Summary:
Electronic energy (eV): -62441.355
Molecular weight (g/mol): 448.25
Multiplicity: 1

---

No. 3
C6H8INS | the ωB97M-V functional and the def2-TZVPD basis

Geometry as XYZ:
```
17
C6H8INS | the OMol25 dataset | the ωB97M-V functional and the def2-TZVPD basis
C -2.531 1.974 -0.117
C -2.436 0.719 0.332
C -0.216 0.404 -0.274
C 1.415 -0.540 1.311
C 1.475 -1.128 -1.151
C 0.600 -0.781 0.057
N -1.422 2.666 -0.368
S 0.030 1.980 -0.649
I -3.543 -0.985 0.422
H -3.430 2.566 0.065
H 0.795 -0.306 2.168
H 2.107 0.215 0.890
H 2.210 -1.372 1.378
H 2.305 -1.721 -0.794
H 1.856 -0.336 -1.643
H 0.841 -1.575 -1.824
H -0.057 -1.779 0.195
```

Summary:
Electronic energy (eV): -26771.686
Molecular weight (g/mol): 253.11
Energy relative to the best compared isomer or geometry (same formula, charge and spin) (kcal/mol): 115.3
Multiplicity: 1

---

No. 4
C24H38N4O6S | the ωB97M-V functional and the def2-TZVPD basis

Geometry as XYZ:
```
73
C24H38N4O6S | the OMol25 dataset | the ωB97M-V functional and the def2-TZVPD basis
C 2.539 0.776 -2.540
C 1.407 0.047 -3.256
C 0.061 0.769 -3.148
H -0.630 0.337 -3.874
H 0.192 1.826 -3.393
C -0.536 0.628 -1.742
N -1.823 1.261 -1.495
C -2.949 0.659 -2.190
H -2.816 0.629 -3.283
C -3.236 -0.760 -1.680
N -3.047 -0.816 -0.249
C -2.210 -1.694 0.318
O -1.752 -2.674 -0.235
C -1.848 -1.338 1.767
N -1.052 -0.125 1.825
C -1.672 1.054 2.084
O -2.879 1.149 2.192
C -0.751 2.256 2.196
H -0.719 2.741 1.208
O 0.558 1.957 2.635
C 1.123 0.896 1.995
C 2.498 0.866 1.809
C 3.077 -0.184 1.115
C 2.271 -1.184 0.608
C 0.906 -1.195 0.818
C 0.320 -0.161 1.538
H 0.319 -1.986 0.383
S 2.992 -2.470 -0.422
O 4.308 -2.038 -0.792
O 2.044 -2.787 -1.445
N 3.182 -3.830 0.502
C 4.244 -3.852 1.478
H 4.999 -3.138 1.152
C 3.710 -3.513 2.873
O 2.640 -4.365 3.222
C 1.570 -4.251 2.308
H 0.806 -4.951 2.649
C 2.014 -4.592 0.881
H 1.230 -4.377 0.156
H 2.272 -5.656 0.828
H 1.171 -3.226 2.344
H 4.478 -3.669 3.632
H 3.376 -2.463 2.902
H 4.677 -4.859 1.491
H 4.136 -0.217 0.922
H 3.090 1.679 2.197
H -1.171 2.960 2.917
H -1.285 -2.161 2.212
H -2.759 -1.153 2.342
H -3.341 -0.005 0.278
H -2.560 -1.496 -2.122
H -4.263 -1.037 -1.940
H -3.820 1.281 -1.978
C -1.795 2.710 -1.626
C -2.874 3.380 -0.768
C -2.549 4.846 -0.489
C -3.623 5.502 0.370
H -4.584 5.483 -0.140
H -3.367 6.538 0.580
H -3.728 4.972 1.314
H -2.459 5.383 -1.436
H -1.586 4.918 0.022
H -3.842 3.331 -1.270
H -2.964 2.840 0.177
H -0.814 3.046 -1.279
H -1.903 3.037 -2.673
H 0.163 1.053 -1.015
H -0.630 -0.436 -1.518
H 1.316 -0.960 -2.845
H 1.669 -0.048 -4.312
H 2.311 0.920 -1.486
H 2.717 1.751 -2.992
H 3.452 0.189 -2.601
```

Summary:
Electronic energy (eV): -54585.810
Molecular weight (g/mol): 510.66
SMILES: CCCCN(CCCC)CCNC(=O)CN1C(=O)COc2ccc(S(=O)(=O)N3CCOCC3)cc21
Energy relative to the best compared isomer or geometry (same formula, charge and spin) (kcal/mol): 3.7
Multiplicity: 1